Computed, not measured: C2H5NS3 in the gas phase at a distorted geometry, with ωB97M-V/def2-TZVPD.

* SMILES: CSC(=S)NS
* total energy: -1328.431819 Ha
* 2S+1: 1

CARTESIAN COORDINATES (ANGSTROEM)
C  1.6059  -2.3063  -0.7477
S  1.0464  -0.6117  -1.2920
C  -0.0264  -0.0663  -0.0731
S  -0.1240  -0.8757  1.2803
N  -0.7506  1.0169  -0.4168
S  -1.4593  2.1606  0.6105
H  1.8824  -3.0028  -1.6505
H  2.4403  -2.5007  0.0465
H  0.5937  -2.6221  -0.6411
H  -0.2523  1.8366  -0.8898
H  -0.2949  2.6349  1.3952

Atoms 1-3, force components in eV/Å:
C 1.108 -1.002 -1.446
S 1.987 -0.256 -1.777
C 0.672 -0.966 0.125

=====

Computed, not measured: 2 unconnected molecules or ions with the total composition C2H5O at a distorted geometry, with ωB97M-V/def2-TZVPD.

* total energy: -154.372337 Ha
* total charge: -1
* 2S+1: 1

CARTESIAN COORDINATES (ANGSTROEM)
O  2.4234  -0.7896  0.1872
H  2.1486  -0.1304  0.8431
C  -0.8597  0.7966  -0.1910
C  -0.7075  -0.5125  -0.1099
H  -1.4094  1.2439  -1.0163
H  -0.6127  1.4915  0.5871
H  -1.0386  -1.2053  -0.8700
H  0.0558  -0.8942  0.5699

Atoms 1-3, force components in eV/Å:
O -0.148 0.037 0.260
H 0.145 -0.089 -0.159
C -1.449 0.121 -0.546

=====

So what do the calculations give for HOMO? Going down the list: -8.599, -2.018 eV.
So what do the calculations give for Kohn-Sham gap? Going down the list: 8.88, 6.48 eV.